A 2-piece molecular cluster, C4H10NS overall at a distorted geometry, computed with ωB97M-V with the def2-TZVPD basis set.

XYZ file:
```
16
Properties=species:S:1:pos:R:3:nbo_charge:R:1
C -2.254 0.352 -2.254 -0.52
C -0.880 -0.661 1.471 -0.18
C -2.023 -0.106 -1.024 0.60
C -2.002 -0.164 0.513 -0.59
N -0.108 0.339 2.088 -0.81
S 6.026 0.249 -1.975 -0.30
H -1.739 -0.074 -3.149 0.33
H -3.041 1.099 -2.385 0.34
H -1.481 -1.210 2.293 0.23
H -0.312 -1.372 0.853 0.22
H -2.523 0.632 0.996 0.32
H -2.684 -0.921 0.693 0.27
H 6.582 -0.841 -1.339 0.16
H -0.723 0.948 2.629 0.38
H 0.705 0.721 1.537 0.40
H 6.456 1.008 -0.948 0.15
```

## Properties
charge	+1
relative energy (zero: lowest compared OMol25 entry of this formula, charge and spin)	514.3	kJ/mol


An isolated ion of composition C4H10NS and charge +1 at a distorted geometry, computed with ωB97M-V with the def2-TZVPD basis set.

XYZ file:
```
16
Properties=species:S:1:pos:R:3:nbo_charge:R:1
C -1.129 0.262 1.139 -0.45
N -0.415 -0.402 0.048 -0.39
C -1.305 -0.452 -1.123 -0.42
C 1.097 0.528 -0.390 -0.11
C 2.332 0.105 0.240 -0.49
S 1.979 -0.566 -1.407 0.28
H -1.976 -0.302 1.276 0.22
H -0.440 0.518 2.003 0.24
H -1.545 1.302 0.923 0.23
H -0.054 -1.279 0.484 0.44
H -1.812 0.414 -1.325 0.23
H -0.606 -0.834 -1.891 0.24
H -2.140 -1.062 -0.811 0.23
H 0.636 1.437 -0.618 0.24
H 3.046 0.808 0.318 0.25
H 2.332 -0.478 1.134 0.25
```

## Properties
charge	+1
relative energy (zero: lowest compared OMol25 entry of this formula, charge and spin)	266.8	kJ/mol


C4H10NS2 as an isolated structure at a distorted geometry, computed with ωB97M-V with the def2-TZVPD basis set.

XYZ file:
```
17
Properties=species:S:1:pos:R:3:nbo_charge:R:1
C 1.428 -0.769 -1.386 -0.52
C 0.802 -0.225 -0.175 0.00
C -0.770 -0.213 1.652 -0.42
C -1.482 0.482 -0.588 -0.42
N -0.593 -0.400 0.196 -0.41
S 2.025 -1.384 0.229 0.31
S 1.309 2.063 0.148 -0.12
H 0.910 -1.486 -2.012 0.24
H 2.127 -0.141 -1.921 0.27
H -0.125 -0.904 2.194 0.24
H -0.489 0.809 1.908 0.26
H -1.805 -0.391 1.931 0.24
H -1.313 1.516 -0.297 0.25
H -1.266 0.382 -1.650 0.24
H -2.524 0.219 -0.406 0.25
H -0.849 -1.374 -0.027 0.45
H 2.614 1.817 0.202 0.15
```

## Properties
charge	+1
relative energy (zero: lowest compared OMol25 entry of this formula, charge and spin)	171.8	kJ/mol


A 2-piece molecular cluster, C4H10O overall at a distorted geometry, computed with ωB97M-V with the def2-TZVPD basis set.

XYZ file:
```
15
Properties=species:S:1:pos:R:3:nbo_charge:R:1
C 2.469 -0.064 -1.785 -0.43
C 2.775 -0.473 -0.429 -0.16
C 1.842 -0.416 0.797 -0.67
H 3.106 -0.286 -2.654 0.20
H 1.779 0.622 -2.157 0.19
H 3.786 -1.107 -0.177 0.20
H 1.431 0.636 0.744 0.22
H 0.969 -1.072 0.655 0.23
H 2.309 -0.722 1.705 0.22
C -3.452 0.339 0.974 -0.26
O -3.134 0.408 -0.500 -0.76
H -4.567 0.390 0.970 0.18
H -3.064 -0.665 1.289 0.19
H -2.875 1.134 1.515 0.18
H -3.373 1.277 -0.947 0.47
```

## Properties
relative energy (zero: lowest compared OMol25 entry of this formula, charge and spin)	287.9	kJ/mol


A 2-piece molecular cluster, C4H10O overall, computed with ωB97M-V with the def2-TZVPD basis set.

XYZ file:
```
15
Properties=species:S:1:pos:R:3:nbo_charge:R:1
C -2.289 0.060 -0.176 -0.60
C -0.925 0.647 0.154 -0.40
C 0.131 -0.418 0.388 -0.59
C 2.645 0.473 -0.133 0.06
O 3.000 -0.751 -0.472 -0.65
H -2.249 -0.513 -1.109 0.20
H -2.612 -0.621 0.620 0.20
H -3.043 0.845 -0.286 0.21
H -0.598 1.312 -0.657 0.19
H -0.989 1.274 1.051 0.20
H 0.349 -1.008 -0.513 0.20
H -0.127 -1.109 1.197 0.20
H 2.021 0.799 -0.999 0.08
H 1.053 0.081 0.724 0.20
H 3.504 -1.121 0.269 0.49
```

## Properties
relative energy (zero: lowest compared OMol25 entry of this formula, charge and spin)	332.4	kJ/mol


A 2-piece molecular cluster, C4H10O overall at a distorted geometry, computed with ωB97M-V with the def2-TZVPD basis set.

XYZ file:
```
15
Properties=species:S:1:pos:R:3:nbo_charge:R:1
C 2.435 -0.131 -0.844 -0.72
C 1.691 -0.297 0.492 0.44
O 1.180 0.640 1.098 -0.52
H 1.871 -0.564 -1.592 0.23
H 3.441 -0.636 -0.744 0.23
H 2.709 0.936 -1.060 0.23
H 1.599 -1.373 0.868 0.11
C -2.250 0.054 0.857 -0.62
C -1.434 0.279 -0.402 -0.60
H -2.113 -0.799 1.496 0.21
H -3.281 -0.124 0.465 0.20
H -2.256 0.972 1.447 0.21
H -1.929 0.208 -1.342 0.20
H -1.050 1.262 -0.333 0.21
H -0.614 -0.428 -0.405 0.19
```

## Properties
relative energy (zero: lowest compared OMol25 entry of this formula, charge and spin)	127.7	kJ/mol